[1]
Computed, not measured: a 2-piece molecular cluster, C4H11NS overall in a non-equilibrium geometry, with ωB97M-V/def2-TZVPD.

As for the HOMO-LUMO gap: 8.912 eV. Its energy above the lowest of the compared OMol25 structures with the same formula, charge and spin is 167.1 kJ/mol. For the maximum force, the calculation gives 3.9 eV Å⁻¹.

Positions of all 17 atoms, in Å:
C (-2.929, 0.628, 1.280)
S (-1.892, 1.321, -0.067)
C (-1.804, -0.241, -1.028)
H (-2.364, -0.143, 1.805)
H (-3.192, 1.470, 1.922)
H (-3.816, 0.176, 0.750)
H (-2.624, -0.929, -1.040)
H (-0.949, -0.887, -0.729)
H (-1.613, 0.012, -2.139)
C (2.251, 0.593, -0.978)
C (2.859, -0.438, -0.315)
N (2.737, -0.879, 0.951)
H (1.290, 0.972, -0.483)
H (2.508, 1.053, -2.007)
H (3.592, -1.052, -0.847)
H (2.297, -0.388, 1.712)
H (3.650, -1.269, 1.215)

Here are the Mulliken charges for atoms 1 to 8, given in e: -0.750 -0.063 -0.850 0.250 0.302 0.233 0.338 0.253

=====

[2]
Computed, not measured: C4H11NS as an isolated structure in a non-equilibrium geometry, with ωB97M-V/def2-TZVPD.

As for the HOMO-LUMO gap: 9.292 eV. Its energy above the lowest of the compared OMol25 structures with the same formula, charge and spin is 432.9 kJ/mol. For the maximum force, the calculation gives 4.8 eV Å⁻¹.

Positions of all 17 atoms, in Å:
C (1.824, 1.301, 0.171)
C (2.614, -0.982, 0.018)
C (0.034, -0.461, 0.155)
C (-0.953, 0.561, -0.360)
H (3.050, 1.074, 0.045)
H (1.301, 2.071, -0.782)
H (1.344, 1.622, 1.403)
H (2.348, -1.967, -0.372)
H (2.949, -0.961, 1.060)
H (3.547, -0.737, -0.739)
H (0.101, -0.432, 1.216)
H (0.119, -1.603, -0.172)
H (-0.828, 1.394, 0.234)
H (-1.066, 0.641, -1.457)
H (-2.322, 0.289, 1.161)
N (1.384, -0.035, -0.271)
S (-2.584, -0.229, 0.025)

Here are the Mulliken charges for atoms 1 to 8, given in e: -0.726 -1.082 -0.384 -0.795 0.341 0.212 0.159 0.378

=====

- Which of these has the lowest maximum force?
  number 1

=====

Copy entry 2 word for word.
Computed, not measured: C4H11NS as an isolated structure in a non-equilibrium geometry, with ωB97M-V/def2-TZVPD.

As for the HOMO-LUMO gap: 9.292 eV. Its energy above the lowest of the compared OMol25 structures with the same formula, charge and spin is 432.9 kJ/mol. For the maximum force, the calculation gives 4.8 eV Å⁻¹.

Positions of all 17 atoms, in Å:
C (1.824, 1.301, 0.171)
C (2.614, -0.982, 0.018)
C (0.034, -0.461, 0.155)
C (-0.953, 0.561, -0.360)
H (3.050, 1.074, 0.045)
H (1.301, 2.071, -0.782)
H (1.344, 1.622, 1.403)
H (2.348, -1.967, -0.372)
H (2.949, -0.961, 1.060)
H (3.547, -0.737, -0.739)
H (0.101, -0.432, 1.216)
H (0.119, -1.603, -0.172)
H (-0.828, 1.394, 0.234)
H (-1.066, 0.641, -1.457)
H (-2.322, 0.289, 1.161)
N (1.384, -0.035, -0.271)
S (-2.584, -0.229, 0.025)

Here are the Mulliken charges for atoms 1 to 8, given in e: -0.726 -1.082 -0.384 -0.795 0.341 0.212 0.159 0.378